# 1
73
Properties=species:S:1:pos:R:3:forces:R:3:mulliken_spin:R:1 method="wB97M-V/def2-TZVPD" homo_lumo_gap_ev="8.1 / 6.4" spin_multiplicity=5 charge=+1 homo_energy_ha="-0.375 / -0.411" s2=6.05 energy_ev=-56265.57468 e_lumo_ev="-2.1 / -4.8"
H -1.765 1.097 -2.874 0.0 0.0 0.0 0.004
O -0.401 2.307 1.109 -0.1 -0.1 -0.1 0.039
H 0.019 1.070 4.822 0.0 0.0 0.0 0.000
H 0.976 -2.779 -0.873 0.0 0.0 0.1 -0.015
C 3.902 1.627 -2.288 0.0 0.0 0.0 -0.032
C -2.799 0.716 2.810 0.0 -0.1 0.0 0.037
C -0.093 4.043 -0.891 0.0 0.0 0.1 0.425
H -1.174 4.120 -0.892 0.0 0.0 0.0 0.012
C -0.774 1.409 4.158 0.0 0.0 0.0 0.004
C -0.825 -2.414 2.577 -0.1 0.0 0.0 0.016
H 5.163 -0.734 2.840 0.0 0.0 0.0 -0.001
C 1.641 -0.020 -2.240 0.0 0.0 0.0 -0.011
C 3.351 1.167 -3.476 0.0 0.0 0.0 0.075
H -0.709 -2.190 4.763 0.0 0.0 0.0 -0.001
C -0.503 -1.444 -4.891 0.0 0.0 0.0 0.017
H -1.919 -2.456 2.499 0.0 0.0 0.0 0.013
C -0.561 -3.668 -2.085 0.0 0.0 0.0 -0.016
P 0.080 -0.983 -2.052 0.1 -0.1 -0.1 0.116
H -1.742 -0.509 4.190 0.0 0.0 0.1 -0.004
H -0.412 1.280 -4.014 0.0 0.0 0.0 -0.002
H 2.672 -2.469 -2.668 0.0 0.0 0.0 -0.001
H -0.298 -4.682 -1.784 0.0 0.0 0.0 0.000
C 3.358 1.252 -1.071 0.0 0.0 0.0 0.106
H 2.148 -4.143 -2.508 0.0 0.0 0.0 0.001
C -0.226 -3.321 1.513 0.0 -0.1 0.1 -0.008
H -0.469 -4.365 1.723 0.0 0.0 0.0 0.001
C 3.544 -0.378 1.500 0.0 0.0 0.0 0.173
C 1.892 -0.661 3.709 0.0 0.0 0.0 -0.099
H -0.046 2.208 -1.798 0.0 0.1 -0.1 -0.037
H 0.344 -0.938 -5.352 0.0 0.0 0.0 -0.002
H 0.667 -3.026 4.027 0.0 0.0 0.0 0.003
C 2.238 0.414 -1.031 0.0 0.0 0.1 0.035
C 2.153 -0.218 1.347 0.0 0.0 -0.1 0.008
C 4.092 -0.620 2.742 0.0 0.0 0.0 -0.064
O 0.196 4.446 1.705 0.0 0.1 0.0 0.154
C -1.294 0.683 -3.771 0.0 0.0 0.0 0.028
H 4.189 -0.330 0.636 0.0 0.0 0.0 0.005
H -0.881 -3.839 4.181 0.0 0.0 0.0 0.001
Rh -0.503 0.157 -0.071 -0.2 0.2 0.3 2.032
H 0.864 -3.232 1.498 0.0 0.0 0.0 -0.001
N 0.439 3.087 -1.686 0.1 -0.1 0.0 0.288
H -3.279 -0.088 2.247 0.0 0.0 0.0 -0.008
H 4.759 2.287 -2.307 0.0 0.0 0.0 0.001
H -3.491 1.040 3.591 0.0 0.0 0.0 0.004
H -1.422 -3.352 -1.493 0.0 0.0 0.0 0.005
H -1.495 1.959 4.764 0.0 0.0 0.0 0.001
H 1.267 -0.815 4.578 0.0 0.0 0.0 0.004
C 1.822 -3.140 -2.791 0.0 0.0 0.1 0.007
N 1.553 0.094 0.148 0.3 -0.1 0.0 0.477
H 3.702 -0.896 4.838 0.0 0.0 0.0 0.004
C 2.228 0.350 -3.444 0.0 0.0 0.0 -0.052
C 1.305 -0.443 2.472 0.0 -0.1 0.0 0.066
H 1.803 0.007 -4.376 0.0 0.0 0.0 0.004
H 1.440 3.028 -1.795 0.0 0.0 0.0 -0.028
H -2.003 0.796 -4.591 0.0 0.0 0.0 0.000
C 3.274 -0.725 3.860 -0.1 0.0 0.0 0.156
H 3.785 1.453 -4.424 0.0 0.0 0.0 0.002
C -1.487 0.257 3.454 0.1 0.0 0.0 -0.013
C -0.412 -2.877 3.971 0.0 0.0 0.0 0.005
H -1.866 -1.298 -3.261 0.0 0.0 0.0 0.019
H -0.340 2.108 3.445 0.0 0.0 0.0 0.002
H 3.764 1.649 -0.151 0.0 0.0 0.0 -0.001
H -0.612 -3.070 0.532 0.0 0.0 -0.1 -0.002
C -0.946 -0.793 -3.579 0.0 0.0 0.0 -0.072
H -0.245 -2.491 -4.768 0.0 -0.1 0.0 0.001
C 0.641 -2.736 -1.910 0.0 0.0 -0.1 -0.005
P -0.495 -0.644 2.163 0.0 0.1 -0.1 0.043
H 1.563 -3.168 -3.847 0.0 0.0 -0.1 -0.002
H 0.470 4.961 -0.794 0.0 0.0 0.0 0.009
H -0.872 -3.706 -3.129 0.0 0.0 0.0 -0.001
H -1.328 -1.394 -5.604 0.0 0.0 0.0 0.000
H -2.631 1.554 2.135 0.0 0.0 0.0 0.002
C -0.089 3.464 1.120 0.0 0.0 -0.1 0.075

=====

# 2
12
Properties=species:S:1:pos:R:3:forces:R:3:mulliken_charge:R:1 method="wB97M-V/def2-TZVPD" homo_lumo_gap_ev=9.0 charge=0 homo_energy_ha=-0.332 energy_ev=-7222.07519 e_lumo_ev=0.0
C -1.126 -1.186 0.142 -0.1 0.1 -0.1 -0.514
C 0.917 0.938 -0.404 0.2 0.2 0.3 -0.444
H -1.899 0.737 -0.288 0.0 -0.2 0.0 0.278
C 1.714 -0.244 -0.598 0.6 -0.7 -0.3 0.580
N 2.369 -1.153 -0.911 -0.6 0.8 0.3 -0.417
H -0.674 -2.097 -0.241 -0.1 0.1 0.0 0.303
H 1.399 0.941 1.616 0.0 0.0 -0.1 0.238
H 0.408 2.221 1.044 0.1 -0.1 0.0 0.254
H -1.329 -0.240 -1.742 -0.1 -0.1 0.1 0.260
H -1.241 -1.114 1.221 0.0 0.0 -0.2 0.245
C -1.473 -0.188 -0.666 -0.1 -0.2 0.1 -0.560
N 0.935 1.385 0.828 0.0 0.0 -0.1 -0.222

=====

# 3
89
Properties=species:S:1:pos:R:3:forces:R:3:mulliken_spin:R:1 method="wB97M-V/def2-TZVPD" homo_lumo_gap_ev="4.5 / 5.1" spin_multiplicity=3 charge=-1 homo_energy_ha="-0.089 / -0.112" s2=2.10 energy_ev=-99528.21892 e_lumo_ev="2.1 / 2.1"
C -3.247 0.341 6.501 0.0 0.0 0.0 0.059
C -1.589 0.630 4.820 0.0 0.0 0.0 0.048
O -0.594 -0.542 0.328 -0.1 -0.1 0.0 -0.093
C -0.644 1.224 3.880 0.1 0.0 -0.1 -0.105
C -1.605 2.975 0.570 0.0 0.0 0.0 0.016
C -2.177 -1.612 5.540 0.0 0.0 0.0 0.071
C 3.092 -0.428 -0.516 0.0 0.2 0.1 -0.071
N 0.061 -2.207 3.466 0.0 0.0 0.0 -0.120
H -0.457 -2.588 -0.602 0.0 0.0 0.0 0.004
C 1.658 -3.706 2.416 0.0 0.0 0.0 -0.017
H 2.140 4.685 -0.858 0.0 0.0 0.0 0.002
N 0.005 0.198 3.206 -0.1 -0.1 0.1 0.076
C 6.226 0.301 -2.605 0.0 0.0 0.0 0.007
C 2.297 3.179 1.609 0.0 0.0 0.0 0.115
N 2.672 0.614 0.388 0.1 -0.1 -0.1 0.015
C 2.630 -3.554 1.429 0.0 0.0 0.0 0.070
H -3.577 -2.029 -2.357 0.0 0.0 0.0 0.000
N 1.607 -1.505 1.713 0.0 -0.1 0.0 0.052
H -3.965 0.751 7.202 0.0 0.0 0.0 0.005
H -3.687 -1.692 7.053 0.0 0.0 0.0 -0.003
C 0.554 3.008 2.992 0.0 0.0 -0.1 -0.033
C -1.193 -2.526 -1.398 0.0 0.0 0.0 -0.002
C 1.323 -0.293 -2.509 0.0 0.1 0.0 0.004
H -2.328 1.466 -1.185 0.0 0.0 0.0 0.000
C -1.432 -0.754 4.735 0.0 0.0 0.0 -0.039
H -2.038 -2.683 5.471 0.0 0.0 0.0 0.004
S 0.350 -0.035 -3.774 0.0 0.0 0.1 0.002
Ti 0.897 0.420 1.374 0.0 0.3 -0.3 0.963
H 1.158 4.939 -2.332 0.0 0.0 0.0 0.000
C 2.050 4.473 2.113 0.0 0.0 -0.1 -0.009
H 2.127 -6.970 3.098 0.0 0.0 0.0 -0.001
H -0.132 6.248 -0.848 0.0 0.0 0.0 0.000
O 0.223 1.937 -0.551 0.0 -0.1 0.2 -0.003
H 1.612 3.296 -1.811 0.0 0.0 0.0 -0.001
H -0.096 5.661 0.821 0.0 0.0 0.0 0.001
H 3.523 5.792 1.230 0.0 0.0 0.0 0.003
N 3.288 -1.739 -0.023 0.0 -0.1 0.0 0.156
H -1.443 3.471 1.528 0.0 0.0 0.0 -0.008
H -3.713 -0.326 -1.929 0.0 0.0 0.0 0.000
N 2.007 -0.504 -1.590 0.1 -0.2 0.0 0.005
C 2.657 5.724 1.877 0.0 0.0 0.0 0.034
C 5.173 -0.465 -2.118 0.0 0.0 0.0 -0.005
C 0.925 4.369 2.974 0.0 0.0 0.1 0.044
H -2.415 3.492 0.040 0.0 0.0 0.0 0.000
H 4.173 -4.472 0.255 0.0 0.0 0.0 0.001
C 2.256 -5.998 2.635 0.0 0.0 0.0 -0.036
C -1.585 -0.367 -0.386 0.0 0.0 0.0 0.014
H -2.601 2.269 5.776 0.0 0.0 0.0 -0.001
H 6.920 -0.131 -3.315 0.0 0.0 0.0 0.001
C -2.407 0.906 -0.248 0.0 0.0 0.0 0.008
C 1.331 4.288 -1.472 0.0 0.0 0.0 0.001
N -1.980 -1.308 -1.242 0.0 0.0 0.0 0.004
O -1.965 1.646 0.857 0.0 0.0 0.0 0.014
H 0.708 -5.053 3.804 0.0 0.0 0.0 0.006
H 0.601 7.630 3.802 0.0 0.0 0.0 0.004
H 5.026 -1.493 -2.424 0.0 0.0 0.0 0.000
C 3.234 -5.842 1.639 0.0 0.0 0.0 0.076
C -0.408 -1.003 3.734 0.0 0.0 0.0 0.213
N -0.439 2.500 3.769 0.0 0.0 0.0 0.160
C -0.327 3.005 -0.266 0.0 0.0 -0.1 -0.005
H 7.236 2.193 -2.578 0.0 0.0 0.0 0.000
C 6.405 1.620 -2.185 0.0 0.0 0.0 -0.004
H -0.447 5.443 4.265 0.0 0.0 0.0 0.001
C 4.495 1.430 -0.787 0.0 0.0 0.0 0.001
C 5.541 2.201 -1.267 0.0 0.0 0.0 0.012
H 3.841 -6.691 1.352 0.0 0.0 0.0 0.007
C 2.560 -2.160 0.968 0.0 0.1 0.0 0.035
H -2.567 -0.826 -3.191 0.0 0.0 0.0 0.000
C 3.427 -4.615 1.026 0.0 0.0 0.0 -0.054
H 2.567 7.808 2.304 0.0 0.0 0.0 -0.001
C 3.429 1.732 0.191 0.0 0.1 0.0 0.073
H -1.542 5.423 -0.191 0.0 0.0 0.0 0.000
H 5.671 3.218 -0.920 0.0 0.0 0.0 0.001
H -0.682 -2.511 -2.362 0.0 0.0 0.0 0.000
C 4.317 0.129 -1.212 0.0 0.0 0.0 0.013
N 0.102 4.196 -0.696 0.0 0.0 0.0 -0.001
N 1.378 2.309 2.128 0.1 0.1 0.1 -0.020
C -3.088 -1.051 6.417 0.0 0.0 0.0 -0.049
C -2.496 1.193 5.711 0.0 0.0 0.0 -0.054
C 1.461 -4.941 3.035 0.0 0.0 0.0 0.068
C -0.452 5.444 -0.188 0.0 0.0 0.0 0.000
C -3.017 -1.102 -2.234 0.0 0.0 0.0 0.000
N 3.302 2.903 0.715 0.0 0.0 0.0 -0.025
H -1.861 -3.387 -1.350 0.0 0.0 0.0 0.000
C 2.123 6.835 2.476 0.0 0.0 0.0 -0.025
C 0.403 5.522 3.599 0.0 0.0 0.0 -0.044
H -3.457 0.636 -0.093 0.0 0.0 0.0 0.000
C 0.992 6.732 3.337 0.0 0.0 0.0 0.044
C 1.028 -2.417 2.590 0.0 0.1 0.0 0.317

=====

- Which value of charge does entry 3 give?
  -1